One molecule with the formula C3H6N2S. Source: the OMol25 dataset; level of theory: ωB97M-V/def2-TZVPD.

total charge: 0
E_HOMO: -0.311 hartree
maximum force: 2.43 eV/A
SMILES: N[C@@H]1CNC1=S
energy relative to the best compared isomer or geometry (same formula, charge and spin): 136.5 kJ/mol
orbital gap: 9.174 eV

CARTESIAN COORDINATES (ANGSTROEM)
N 0.542956 1.676064 -0.266241
C 0.204478 0.414803 0.458559
C 0.913222 -0.885765 0.052190
N -0.441382 -1.416458 -0.164869
C -1.114476 -0.289840 0.066672
S -2.694360 0.160540 0.027446
H -0.017621 1.635729 -1.169851
H 0.013915 2.456564 0.228866
H 0.278784 0.634842 1.494728
H 1.620174 -0.794740 -0.799525
H 1.412721 -1.414099 0.781199
H -0.718416 -2.177642 -0.709169

Atomic forces in eV per Å
-2.3 0.1 -0.4
-0.1 1.6 -0.8
-0.5 1.0 -1.9
0.8 0.4 -0.3
-0.4 0.8 0.8
0.7 -0.2 -0.2
1.2 0.1 1.2
1.0 -1.3 -0.6
0.0 0.0 1.0
-0.9 0.0 0.0
1.1 -1.0 1.9
-0.6 -1.4 -0.7

C3H6N2S2 as an isolated structure. Source: the OMol25 dataset; level of theory: ωB97M-V/def2-TZVPD.

total charge: 0
E_HOMO: -0.293 hartree
maximum force: 2.38 eV/A
energy relative to the best compared isomer or geometry (same formula, charge and spin): 92.4 kJ/mol
orbital gap: 8.658 eV

CARTESIAN COORDINATES (ANGSTROEM)
C 0.161360 0.276376 -0.165965
C -1.048320 -1.823511 0.092623
C 0.316205 -2.294448 -0.331446
H -0.064369 3.517289 0.843033
H -1.333981 -0.094174 1.359073
H -1.722712 -1.987730 -0.772242
H -1.379758 -2.352148 0.951830
H 0.140905 -3.072357 -1.128096
H 0.946338 -2.727072 0.424762
N 0.531644 1.479716 -0.032358
N -0.869763 -0.405209 0.469366
S -0.541056 2.299241 0.931688
S 1.116364 -0.908983 -1.075981

Atomic forces in eV per Å
0.1 -1.6 0.9
0.4 1.3 -0.4
-0.3 -1.8 -1.5
0.6 0.6 -0.2
1.0 -0.1 -1.6
0.0 0.5 0.6
-0.5 -0.6 0.6
0.5 0.6 0.8
0.0 -0.1 0.6
0.2 -0.1 -0.6
-1.2 -0.1 0.7
-1.3 0.4 1.0
0.5 1.0 -0.9

A 2-piece molecular cluster, C3H6N2S2 overall. Source: the OMol25 dataset; level of theory: ωB97M-V/def2-TZVPD.

total charge: 0
E_HOMO: -0.313 hartree
maximum force: 6.48 eV/A
energy relative to the best compared isomer or geometry (same formula, charge and spin): 390.5 kJ/mol
orbital gap: 8.432 eV

CARTESIAN COORDINATES (ANGSTROEM)
C -0.955749 -1.887584 0.096987
C 1.616571 3.707038 0.890686
C -1.009841 -2.664919 -1.242215
N -0.328525 -0.850813 0.034170
N 0.443743 -0.018687 0.012907
S 0.136596 4.157501 1.428971
S 2.000175 1.974675 0.850945
H -1.669432 -2.202458 0.812030
H 2.367611 4.449318 0.718191
H -0.422940 -3.568711 -1.314306
H -0.667071 -1.902781 -1.960826
H -2.093038 -2.969289 -1.431086
H 0.581900 1.776709 1.103546

Atomic forces in eV per Å
-2.9 -5.4 -2.2
-1.1 -1.3 1.3
-1.5 0.9 0.2
3.1 3.1 1.4
-0.5 0.1 -0.8
0.5 0.4 -0.5
-1.9 1.7 0.2
-0.2 0.5 1.1
0.6 0.1 -0.4
0.4 -0.1 0.2
-0.3 -0.8 -0.3
1.4 0.6 0.0
2.4 0.2 -0.2

One molecule with the formula C3H6N2S2. Source: the OMol25 dataset; level of theory: ωB97M-V/def2-TZVPD.

total charge: 0
E_HOMO: -0.311 hartree
maximum force: 2.88 eV/A
SMILES: CN/N=C/SC=S
energy relative to the best compared isomer or geometry (same formula, charge and spin): 301.8 kJ/mol
orbital gap: 8.473 eV

CARTESIAN COORDINATES (ANGSTROEM)
C 2.196611 0.032027 0.117580
N 1.165647 -0.976223 -0.165713
N -0.164397 -0.438229 -0.366432
C -0.461801 0.722516 0.058495
S -2.219914 1.368306 -0.246072
C -2.954059 -0.116244 0.058455
S -4.496255 -0.641561 -0.028639
H 2.469600 0.717891 -0.819018
H 2.075809 0.685971 1.027347
H 3.160143 -0.454423 0.205283
H 1.207624 -1.665654 -0.944240
H 0.132070 1.435022 0.594768
H -2.111073 -0.669405 0.508186

Atomic forces in eV per Å
1.4 0.9 -2.3
-2.5 1.3 0.0
1.5 0.4 0.5
-1.3 -0.2 -0.9
1.8 0.3 -0.2
-0.4 -1.4 1.1
0.8 0.5 -0.2
-1.2 -0.9 1.8
-0.4 -1.1 -1.0
0.0 -0.5 0.5
0.9 1.1 1.0
0.5 0.2 0.1
-1.2 -0.8 -0.3

One molecule with the formula C3H6N2S3. Source: the OMol25 dataset; level of theory: ωB97M-V/def2-TZVPD.

total charge: 0
E_HOMO (alpha / beta): -0.274 / -0.257 hartree
maximum force: 3.66 eV/A
energy relative to the best compared isomer or geometry (same formula, charge and spin): 509.1 kJ/mol
orbital gap (alpha / beta): 7.253 / 6.503 eV

CARTESIAN COORDINATES (ANGSTROEM)
C -1.471300 0.086113 -0.161324
C -1.123756 0.077580 1.306216
C 0.713117 -0.737547 -1.403882
N 0.218650 -0.277227 1.842271
N 1.614243 -0.585310 -0.470019
S -1.173130 1.665061 0.624935
S 1.385330 -1.253786 1.109284
S 0.763753 0.345122 -2.734687
H -2.448686 -0.109469 -0.447602
H -1.787190 0.079583 2.100224
H 0.209282 -1.668901 -1.447893
H 0.554382 0.577830 2.413055
H 2.215171 0.252396 -0.573475
H 0.330134 1.548555 -2.157103

Atomic forces in eV per Å
3.4 -0.2 1.3
2.0 -0.9 -0.8
-2.4 0.8 0.4
0.8 1.0 0.7
2.2 1.2 1.6
-0.1 2.1 -1.7
-1.3 0.8 0.2
-0.4 1.2 -1.0
-1.7 -0.4 -0.5
-1.7 -0.9 1.3
-0.4 -0.6 -0.3
-0.2 -2.1 -1.5
-0.6 -0.7 0.3
0.4 -1.2 0.0

One molecule with the formula C3H6N2S3. Source: the OMol25 dataset; level of theory: ωB97M-V/def2-TZVPD.

total charge: 0
E_HOMO: -0.323 hartree
maximum force: 5.01 eV/A
SMILES: CNC(=S)N(S)C=S
energy relative to the best compared isomer or geometry (same formula, charge and spin): 220.7 kJ/mol
orbital gap: 8.525 eV

CARTESIAN COORDINATES (ANGSTROEM)
C -0.211048 -0.742443 1.814338
N -1.063380 -0.596577 0.653801
C -0.771932 -0.318849 -0.655401
S -1.782665 -0.180048 -1.901493
N 0.609956 0.109323 -0.839266
S 1.274765 -0.758983 -2.172262
C 1.015649 1.309067 -0.367631
S 0.052619 2.298370 0.593778
H -0.347219 0.233145 2.227452
H 0.825361 -0.891214 1.423298
H -0.439900 -1.595962 2.419272
H -2.182649 -0.422638 0.820713
H 1.007402 -0.044599 -3.324079
H 2.013039 1.601407 -0.692520

Atomic forces in eV per Å
1.1 0.5 -2.0
-4.7 -0.2 -1.8
0.5 1.0 2.7
-1.0 -0.2 -0.3
-0.7 -1.2 -1.2
1.5 0.2 -0.3
-1.1 1.2 0.9
1.4 -0.7 -1.1
0.7 0.3 1.5
-0.7 0.3 0.6
-0.5 -0.2 0.4
3.9 -0.9 -0.4
-0.3 0.1 1.1
-0.1 -0.1 0.0